Below is one molecule with the formula C29H32N6, with properties calculated with ωB97M-V/def2-TZVPD.

ORCA input file:
```
! wB97M-V def2-TZVPD RIJCOSX def2/J DEFGRID3
* xyz 0 1
H 3.39 -1.54 5.04
H 0.69 4.34 -1.71
H -3.39 -2.01 0.24
H 0.81 1.73 -3.64
H -2.83 -3.30 -2.75
H 4.54 3.90 -2.44
C 3.22 5.42 -1.68
C 0.21 1.46 -1.58
H 2.00 0.87 -2.65
H 2.78 5.17 -3.77
H 1.17 -3.13 -0.36
C -1.15 0.16 1.51
H 1.72 -0.24 -0.26
C -3.56 -0.07 -3.57
C 1.73 -2.30 0.08
C -3.01 1.33 0.53
H -3.50 2.26 0.28
C 1.29 4.15 -2.62
H 3.94 6.23 -1.85
C -1.72 -1.05 1.17
H -1.70 -2.98 2.10
H -1.34 2.29 1.47
H -0.91 -2.90 0.51
N 0.22 -2.24 2.11
C -1.53 -0.17 -2.38
H 2.39 3.12 -0.42
H 2.80 -2.47 -0.04
C 1.45 -1.60 5.96
N -0.36 0.16 -1.72
H -4.55 -1.94 -3.90
C -1.80 1.35 1.19
H -2.39 1.67 -3.11
C 0.07 -1.75 5.78
H -4.33 0.49 -4.08
C 2.33 -1.66 4.90
N 2.06 2.93 -2.51
H 2.68 5.64 -0.76
N 1.36 -1.10 -0.65
C -2.95 -1.07 0.51
C 0.16 -1.03 -1.28
C 3.96 4.09 -1.54
C 1.47 -2.18 1.55
H 0.65 1.56 -0.58
H 1.82 -1.43 6.96
H 4.63 4.11 -0.68
H 3.47 2.00 -1.30
H -0.58 -1.69 6.64
C -2.48 0.59 -3.03
H 0.61 4.05 -3.47
C 2.95 2.96 -1.36
H -0.21 0.20 2.03
C 2.24 5.33 -2.84
C -2.74 -2.23 -2.83
C -3.69 -1.46 -3.47
C -3.59 0.12 0.19
C -0.47 -1.97 4.53
N -0.57 -2.08 -1.59
H -0.59 2.19 -1.68
H -1.54 -2.07 4.39
C -1.64 -1.57 -2.28
C -1.05 -2.38 1.46
H 1.66 6.25 -2.93
C 0.41 -2.04 3.46
H -4.53 0.09 -0.33
N 2.42 -1.97 2.42
C 1.80 -1.88 3.64
C 1.30 1.71 -2.66
*
```

Results
E_HOMO, eV: -7.76
Orbital gap, eV: 8.4

Formally, the Löwdin partial charges of the atoms, in units of the elementary charge, are as follows:
1. H 0.108
2. H 0.123
3. H 0.121
4. H 0.127
5. H 0.108
6. H 0.116
7. C -0.210
8. C -0.122
9. H 0.120
10. H 0.115
11. H 0.120
12. C -0.041
13. H 0.129
14. C -0.106
15. C -0.092
16. C -0.090
17. H 0.103
18. C -0.206
19. H 0.107
20. C -0.197
21. H 0.138
22. H 0.105
23. H 0.114
24. N 0.016
25. C -0.173
26. H 0.121
27. H 0.126
28. C -0.101
29. N 0.043
30. H 0.096
31. C -0.090
32. H 0.106
33. C -0.096
34. H 0.097
35. C -0.019
36. N -0.179
37. H 0.111
38. N 0.103
39. C -0.042
40. C -0.365
41. C -0.185
42. C -0.278
43. H 0.111
44. H 0.097
45. H 0.110
46. H 0.121
47. H 0.099
48. C -0.031
49. H 0.123
50. C -0.208
51. H 0.117
52. C -0.186
53. C -0.027
54. C -0.105
55. C -0.077
56. C -0.016
57. N 0.159
58. H 0.121
59. H 0.109
60. C -0.242
61. C -0.080
62. H 0.109
63. C -0.174
64. H 0.109
65. N 0.167
66. C -0.231
67. C -0.161



Below is C29H33AuI2N3OS2Sb as an isolated structure at a distorted geometry, with properties calculated with ωB97M-V/def2-TZVPD.

ORCA input file:
```
! wB97M-V def2-TZVPD RIJCOSX def2/J DEFGRID3
* xyz 0 1
C 1.46 -3.83 -0.47
H 2.64 -0.76 -1.54
H 2.46 1.73 -2.92
H -1.56 -0.11 1.89
H -3.06 -2.28 -2.49
C 3.80 1.83 0.68
H -2.19 -1.48 2.82
I 0.45 1.64 4.25
H -0.40 0.13 -3.61
C -3.60 3.68 2.22
C 2.42 1.65 0.37
H -1.73 -4.01 0.02
H 4.90 2.07 -2.53
C -0.97 -1.83 -2.87
H -3.90 -1.72 1.11
C -1.54 4.70 1.49
C -2.59 5.50 3.54
N -2.56 6.20 4.46
C -2.49 2.88 0.23
H -2.48 -3.80 1.61
C -2.46 -1.54 -3.02
N 2.01 1.60 -0.93
C 1.89 1.67 2.73
H -4.31 2.07 1.00
C -0.18 -0.92 -3.80
H -0.48 -1.40 2.41
C -0.68 -3.29 -3.16
H 2.31 -2.23 -2.48
C 1.42 1.49 1.42
H 3.59 -2.22 -1.26
C 4.23 1.94 -1.69
C -4.70 3.60 3.13
C 2.87 1.76 -1.92
C -2.58 4.63 2.41
O 0.21 1.20 1.15
Au -0.14 1.62 -1.23
H -2.73 -1.59 -4.08
C -1.66 -3.45 0.96
H -3.53 -2.25 -0.53
N -5.60 3.54 3.85
H 2.14 -0.80 1.06
C 2.58 -1.85 -1.49
H -0.46 -1.13 -4.84
H 1.09 -4.18 -1.43
H -1.13 -3.96 -2.43
H 0.90 -1.07 -3.71
H -1.10 -3.55 -4.14
H -3.27 -0.56 -0.06
C 4.69 1.98 -0.40
H 0.81 -4.20 0.32
H -0.73 -3.71 1.46
S -2.48 1.76 -1.12
Sb -0.33 -1.23 -0.79
H 3.08 -2.29 1.16
C 3.24 1.83 3.04
C -3.54 2.82 1.14
C -3.20 -1.60 0.28
H -0.75 5.42 1.64
H 1.42 -2.25 1.75
H 5.74 2.13 -0.20
H 2.45 -4.27 -0.32
C -1.81 -1.95 0.77
C 1.61 -2.31 -0.42
C -1.48 -1.19 2.04
I 6.21 2.03 2.58
H 0.39 -3.49 -3.21
C -1.49 3.84 0.40
H -2.73 -0.55 -2.65
S -0.18 4.03 -0.75
C 2.08 -1.88 0.97
H 3.54 1.91 4.07
C 4.18 1.88 2.04
*
```

Results
Relative energy (zero: lowest compared OMol25 entry of this formula, charge and spin), kcal/mol: 17.21
E_HOMO, eV: -7.51
Orbital gap, eV: 5.3

Formally, the Löwdin partial charges of the atoms, in units of the elementary charge, are as follows:
1. C -0.099
2. H 0.046
3. H 0.117
4. H 0.054
5. H 0.066
6. C -0.211
7. H 0.099
8. I 0.920
9. H 0.040
10. C -0.183
11. C -0.160
12. H 0.075
13. H 0.112
14. C -0.691
15. H 0.096
16. C -0.051
17. C -0.173
18. N 0.178
19. C -0.666
20. H 0.097
21. C -0.123
22. N -0.055
23. C -0.633
24. H 0.119
25. C -0.147
26. H 0.060
27. C -0.115
28. H 0.067
29. C -0.517
30. H 0.097
31. C -0.038
32. C -0.176
33. C -0.145
34. C -0.182
35. O -0.272
36. Au 0.593
37. H 0.094
38. C -0.106
39. H 0.063
40. N 0.173
41. H 0.057
42. C -0.111
43. H 0.093
44. H 0.056
45. H 0.073
46. H 0.060
47. H 0.092
48. H 0.015
49. C -0.032
50. H 0.057
51. H 0.064
52. S 0.613
53. Sb 1.680
54. H 0.099
55. C -0.226
56. C -0.051
57. C -0.125
58. H 0.121
59. H 0.074
60. H 0.056
61. H 0.098
62. C -0.652
63. C -0.654
64. C -0.131
65. I 0.894
66. H 0.061
67. C -0.697
68. H 0.032
69. S 0.643
70. C -0.095
71. H 0.081
72. C -0.668



Below is C29H33CoN3P2Te as an isolated structure, with properties calculated with ωB97M-V/def2-TZVPD.

ORCA input file:
```
! wB97M-V def2-TZVPD RIJCOSX def2/J DEFGRID3
* xyz 3 5
C -0.56 -5.06 1.42
C -2.97 3.64 -1.25
C -1.12 -0.04 5.24
H -2.09 -4.75 -0.05
H -1.82 -2.29 -0.06
H 5.15 -3.78 -0.18
H -3.23 2.79 -1.86
C -3.47 -0.38 -1.73
C -0.35 4.60 0.21
H 3.33 4.41 -1.04
H 0.51 0.84 -3.00
H 1.13 2.49 5.07
H 0.61 3.06 -4.07
C -1.20 -2.91 0.58
H 6.51 -2.98 -2.08
H 3.19 2.22 0.10
C 0.54 -3.10 2.25
C 5.18 -1.37 -2.60
Te -1.75 3.03 0.38
C 0.53 1.65 4.75
C 1.15 2.88 -3.15
C 4.82 -2.92 -0.75
H 1.32 1.66 2.76
H -5.41 -2.74 -2.22
H -1.80 -0.52 5.94
C -0.12 0.07 3.06
C -4.80 -2.06 -2.82
Co -0.79 0.70 -0.58
C 5.59 -2.47 -1.83
H 1.25 -2.65 2.93
P -0.02 -0.54 1.39
C 0.64 1.18 3.45
H -3.86 4.11 -0.84
N -2.42 0.01 -1.44
H 0.98 -5.09 2.91
H -6.51 0.00 -2.54
H -0.69 -6.14 1.43
C -1.36 -4.29 0.59
C -5.86 -0.05 -1.67
H -2.41 4.36 -1.84
H -0.44 1.42 6.65
H 2.40 -0.61 1.54
C 3.64 -2.29 -0.43
H 0.01 4.66 -0.81
H -0.87 5.51 0.50
N -4.64 -0.79 -2.07
C 0.38 -4.47 2.25
H -1.59 -1.40 3.65
C 1.97 3.86 -2.61
H -5.59 0.95 -1.37
H -5.30 -1.85 -3.76
C 2.62 2.41 -0.80
H -6.35 -0.58 -0.86
C 1.08 1.64 -2.53
N 1.64 -0.28 0.94
C 4.01 -0.72 -2.29
C 1.82 1.40 -1.36
C -1.01 -0.54 3.95
H 3.69 0.13 -2.88
H 0.47 4.42 0.90
P 1.82 -0.27 -0.72
C -0.25 -2.31 1.41
H -3.83 -2.50 -3.01
H 5.78 -1.05 -3.43
C 2.69 3.63 -1.44
H 2.06 4.82 -3.11
C -0.35 1.04 5.64
C 3.25 -1.14 -1.17
H 3.02 -2.67 0.36
*
```

Results
Relative energy (zero: lowest compared OMol25 entry of this formula, charge and spin), kcal/mol: 14.75
Expectation value of S²: 6.0240
E_HOMO (spin up / spin down), eV: -16.44 / -16.84
Orbital gap (spin up / spin down), eV: 8.0 / 5.4

Formally, the Löwdin partial charges of the atoms, in units of the elementary charge, are as follows:
1. C -0.026
2. C -0.375
3. C -0.033
4. H 0.118
5. H 0.071
6. H 0.130
7. H -0.013
8. C -0.215
9. C -0.382
10. H 0.133
11. H 0.112
12. H 0.122
13. H 0.130
14. C -0.093
15. H 0.135
16. H 0.125
17. C -0.090
18. C -0.020
19. Te 1.307
20. C -0.045
21. C -0.035
22. C -0.023
23. H 0.095
24. H 0.108
25. H 0.125
26. C -0.382
27. C 0.024
28. Co 0.375
29. C 0.016
30. H 0.119
31. P 0.923
32. C -0.099
33. H 0.020
34. N 0.093
35. H 0.125
36. H 0.110
37. H 0.127
38. C -0.047
39. C 0.027
40. H 0.023
41. H 0.127
42. H 0.098
43. C -0.059
44. H -0.003
45. H 0.029
46. N -0.151
47. C -0.037
48. H 0.115
49. C -0.025
50. H 0.094
51. H 0.108
52. C -0.054
53. H 0.109
54. C -0.135
55. N -0.314
56. C -0.046
57. C -0.422
58. C -0.070
59. H 0.116
60. H 0.013
61. P 1.008
62. C -0.394
63. H 0.100
64. H 0.131
65. C -0.032
66. H 0.134
67. C -0.024
68. C -0.333
69. H 0.103



Below is C29H33CoN3P2Te as an isolated structure, with properties calculated with ωB97M-V/def2-TZVPD.

ORCA input file:
```
! wB97M-V def2-TZVPD RIJCOSX def2/J DEFGRID3
* xyz 3 5
H -1.42 -2.98 -0.69
Te -3.04 -1.01 -2.23
H 2.55 -3.21 0.20
H 0.45 2.21 4.75
C 1.87 1.02 -1.40
C 2.48 2.01 -0.61
H -2.60 -0.72 5.39
C -3.28 4.97 -0.98
H 2.10 -1.09 1.45
H 3.15 4.04 -0.55
C -1.06 -4.88 0.22
H -3.59 1.14 -3.73
C 3.29 -2.89 -0.53
H -3.73 -2.10 0.12
P 1.76 -0.66 -0.83
C -4.27 -1.42 -0.54
N -1.92 4.47 -0.67
H 0.49 -5.37 3.19
H 4.53 -4.61 -0.28
H -4.50 -0.49 -0.02
H -3.71 5.41 -0.08
H 2.84 1.78 0.39
N -1.42 2.07 -0.81
N 1.41 -0.72 0.79
C -1.84 -0.29 4.76
C 5.29 -3.28 -1.79
C -0.57 -0.29 2.71
C 4.38 -3.68 -0.81
H -0.89 6.28 -0.83
C 1.40 1.32 -2.68
H -3.90 4.15 -1.32
H 2.34 4.56 -2.83
H 0.92 1.26 2.52
H -3.20 5.72 -1.76
H -5.09 0.34 -3.23
H 5.83 -1.80 -3.26
H -1.53 -5.44 -0.59
P -0.27 -1.00 1.11
H -0.56 -6.63 1.35
C 0.15 0.82 3.15
Co -1.03 0.15 -0.92
H 3.89 -0.35 -2.76
C -1.01 -3.50 0.17
C -1.11 0.81 5.20
H 0.56 -2.91 3.13
C 0.12 -3.46 2.30
C 5.11 -2.09 -2.50
H -4.23 1.40 -2.07
H -2.13 -1.71 3.19
C 2.19 3.57 -2.42
H 1.23 2.83 -4.20
C 3.13 -1.66 -1.21
C -0.42 -2.78 1.21
C 0.08 -4.84 2.34
C -0.12 1.36 4.39
C -4.12 0.69 -2.89
C 1.57 2.60 -3.20
C 4.03 -1.28 -2.23
H -1.31 1.23 6.17
C -1.57 -0.84 3.52
H -5.17 -1.89 -0.91
H 0.05 4.94 -0.14
H -1.20 5.75 0.84
C -0.52 -5.55 1.30
C 2.65 3.28 -1.14
C -1.66 3.21 -0.74
H 0.95 0.55 -3.30
H 6.14 -3.91 -2.02
C -0.92 5.42 -0.16
*
```

Results
Relative energy (zero: lowest compared OMol25 entry of this formula, charge and spin), kcal/mol: 11.44
Expectation value of S²: 6.0240
E_HOMO (spin up / spin down), eV: -16.51 / -16.89
Orbital gap (spin up / spin down), eV: 8.1 / 5.6

Formally, the Löwdin partial charges of the atoms, in units of the elementary charge, are as follows:
1. H 0.038
2. Te 1.295
3. H 0.102
4. H 0.120
5. C -0.408
6. C -0.060
7. H 0.125
8. C 0.026
9. H 0.105
10. H 0.128
11. C -0.041
12. H 0.018
13. C -0.062
14. H -0.001
15. P 1.009
16. C -0.368
17. N -0.152
18. H 0.126
19. H 0.129
20. H 0.024
21. H 0.110
22. H 0.116
23. N 0.110
24. N -0.315
25. C -0.037
26. C 0.012
27. C -0.381
28. C -0.024
29. H 0.109
30. C -0.118
31. H 0.092
32. H 0.129
33. H 0.092
34. H 0.109
35. H 0.028
36. H 0.131
37. H 0.123
38. P 0.925
39. H 0.128
40. C -0.092
41. Co 0.404
42. H 0.115
43. C -0.114
44. C -0.027
45. H 0.120
46. C -0.082
47. C -0.020
48. H -0.001
49. H 0.113
50. C -0.022
51. H 0.127
52. C -0.337
53. C -0.391
54. C -0.034
55. C -0.048
56. C -0.385
57. C -0.040
58. C -0.045
59. H 0.126
60. C -0.082
61. H 0.028
62. H 0.085
63. H 0.109
64. C -0.023
65. C -0.039
66. C -0.206
67. H 0.112
68. H 0.135
69. C 0.021



> Which formula does entry 1 have?

C29H32N6